1.
The following is a quantum chemistry calculation of a cluster of 2 separate species, C9H14O in total in a non-equilibrium geometry, from OMol25.

Last columns: bonded neighbours and bond lengths (Å).
Element x y z (Å)
1 H 2.0404 1.1780 1.0721  C11 1.085
2 C 0.0004 -0.7720 -3.0056  H10 1.105, H12 1.089, H19 1.091, C23 1.537
3 H 4.1594 0.2308 1.4657  C8 1.091
4 H -2.3017 1.1428 2.4754  O22 0.969
5 H 0.1647 1.8004 -1.8494  C14 1.084
6 C -1.3611 -0.9192 0.5251  H7 1.088, C21 1.418, C24 1.392
7 H -1.4237 -1.5926 1.3777  C6 1.088
8 C 3.4157 -0.4667 1.0789  H3 1.091, C11 1.550, H15 1.092, H17 1.084
9 H -1.1451 2.4846 0.1534  C20 1.082
10 H 0.9416 -0.2974 -3.3380  C2 1.105
11 C 2.0483 0.1619 1.4518  H1 1.085, C8 1.550, H16 1.097, H18 1.089
12 H 0.2767 -1.8206 -3.1103  C2 1.089
13 H -0.8801 -2.2987 -1.1347  C21 1.081
14 C -0.4392 1.0756 -1.3159  H5 1.084, C20 1.471, C23 1.406
15 H 3.5331 -1.4373 1.5652  C8 1.092
16 H 1.8711 0.1847 2.5337  C11 1.097
17 H 3.5029 -0.6379 0.0121  C8 1.084
18 H 1.2059 -0.4534 1.1378  C11 1.089
19 H -0.8055 -0.3906 -3.6350  C2 1.091
20 C -0.9526 1.4283 0.0168  H9 1.082, C14 1.471, C24 1.388
21 C -0.9123 -1.2810 -0.7706  C6 1.418, H13 1.081, C23 1.385
22 O -1.4607 0.7151 2.2557  H4 0.969, C24 1.394
23 C -0.3758 -0.3019 -1.5910  C2 1.537, C14 1.406, C21 1.385
24 C -1.3101 0.4198 0.9016  C6 1.392, C20 1.388, O22 1.394

The calculation puts the max |F| at 0.0333 Eh/bohr. Its energy is -426.5003 Ha. The total charge is -1. The multiplicity is 2. The value obtained for the energy above the lowest of the compared OMol25 structures with the same formula, charge and spin is 63.0 kJ/mol.

Results of the Löwdin charge analysis, in e, for atoms 1 through 5:
1. H 0.061
2. C -0.108
3. H 0.047
4. H 0.083
5. H 0.052

2.
The following is a quantum chemistry calculation of a cluster of 2 separate species, C9H14O in total in a non-equilibrium geometry, from OMol25.

Last columns: bonded neighbours and bond lengths (Å).
Element x y z (Å)
1 H -2.8066 1.4071 -1.8044  C2 1.074
2 C -2.2338 0.6993 -1.2352  H1 1.074, H3 1.125, C17 1.475, H19 1.054
3 H -2.0625 -0.1706 -1.9284  C2 1.125
4 C 1.1472 1.7739 1.0507  C9 1.418, O14 1.338, C20 1.456
5 H -0.8231 -3.1089 0.5921  C18 1.058
6 H 2.9705 1.5962 1.6597  O14 0.953
7 H 2.3366 1.1298 -0.6341  C9 1.063
8 C 1.1033 -2.0393 0.2093  H11 1.101, H16 1.135, C18 1.493, H21 1.172
9 C 1.3555 1.3393 -0.2828  C4 1.418, H7 1.063, C24 1.403
10 H 0.2472 -3.8028 -0.6052  C18 1.113
11 H 1.1070 -1.0301 -0.2301  C8 1.101
12 H 0.3084 0.4570 -2.1182  C24 1.118
13 H -2.1547 1.7024 0.8961  C22 1.021
14 O 2.1567 2.0364 1.8880  C4 1.338, H6 0.953
15 H -0.6318 -2.5868 -1.0545  C18 1.096
16 H 2.1350 -2.4454 -0.0339  C8 1.135
17 C -0.9537 1.1204 -0.6350  C2 1.475, C22 1.355, C24 1.350
18 C -0.0985 -2.8548 -0.1357  H5 1.058, C8 1.493, H10 1.113, H15 1.096
19 H -2.8344 0.2516 -0.4931  C2 1.054
20 C -0.2279 1.8523 1.5244  C4 1.456, C22 1.342, H23 1.074
21 H 1.2975 -2.0868 1.3645  C8 1.172
22 C -1.1819 1.5363 0.6347  H13 1.021, C17 1.355, C20 1.342
23 H -0.4516 2.2515 2.4965  C20 1.074
24 C 0.2956 0.9720 -1.1254  C9 1.403, H12 1.118, C17 1.350

The calculation puts the max |F| at 0.1057 Eh/bohr. Its energy is -426.4580 Ha. The total charge is -1. The multiplicity is 2. The value obtained for the energy above the lowest of the compared OMol25 structures with the same formula, charge and spin is 174.1 kJ/mol.

Results of the Löwdin charge analysis, in e, for atoms 1 through 5:
1. H 0.053
2. C -0.103
3. H 0.072
4. C -0.364
5. H 0.038

3.
The following is a quantum chemistry calculation of a cluster of 2 separate species, C9H14O in total in a non-equilibrium geometry, from OMol25.

Last columns: bonded neighbours and bond lengths (Å).
Element x y z (Å)
1 H 1.0674 -2.7080 1.0877  C14 1.092
2 C -2.2818 1.1650 -0.4829  C6 1.458, C20 1.373, H21 1.083
3 C 0.1298 0.9545 -0.2253  H10 1.057, C15 1.434, C20 1.413
4 H 0.0925 -0.3082 -2.4585  C16 1.093
5 H 2.5664 -3.6794 0.8987  C14 1.084
6 C -2.3656 1.9564 0.7382  C2 1.458, C7 1.397, H24 1.089
7 C -1.1834 2.1135 1.4653  C6 1.397, C15 1.377, O18 1.395
8 H 1.3632 -3.4333 -0.4283  C14 1.092
9 H -2.0389 3.2305 2.7532  O18 0.963
10 H 1.0423 0.6603 -0.6697  C3 1.057
11 H 3.1119 -1.7964 -0.9947  C23 1.098
12 H 0.9515 2.0244 1.4968  C15 1.084
13 H 1.9921 -0.8621 -0.1634  C23 1.084
14 C 1.8858 -2.9849 0.4196  H1 1.092, H5 1.084, H8 1.092, C23 1.521
15 C 0.0459 1.7251 0.9813  C3 1.434, C7 1.377, H12 1.084
16 C -0.9479 -0.2107 -2.1378  H4 1.093, H17 1.086, C20 1.519, H22 1.091
17 H -1.2102 -1.1988 -1.7702  C16 1.086
18 O -1.1844 2.7911 2.6843  C7 1.395, H9 0.963
19 H 3.4469 -1.4961 0.6688  C23 1.092
20 C -1.0682 0.7065 -0.9330  C2 1.373, C3 1.413, C16 1.519
21 H -3.1396 1.0780 -1.1389  C2 1.083
22 H -1.5664 0.0009 -3.0107  C16 1.091
23 C 2.6255 -1.7283 -0.0126  H11 1.098, H13 1.084, C14 1.521, H19 1.092
24 H -3.3348 2.0001 1.2320  C6 1.089

The calculation puts the max |F| at 0.0335 Eh/bohr. Its energy is -426.5142 Ha. The total charge is -1. The multiplicity is 2. The value obtained for the energy above the lowest of the compared OMol25 structures with the same formula, charge and spin is 26.5 kJ/mol.

Results of the Löwdin charge analysis, in e, for atoms 1 through 5:
1. H 0.064
2. C -0.139
3. C -0.137
4. H 0.052
5. H 0.050

4.
The following is a quantum chemistry calculation of a cluster of 2 separate species, C9H14O in total in a non-equilibrium geometry, from OMol25.

Last columns: bonded neighbours and bond lengths (Å).
Element x y z (Å)
1 C 1.1118 1.1425 3.1683  H3 1.095, C13 1.514, H19 1.104, H22 1.091
2 H -2.6454 -1.0073 1.1910  O4 0.949
3 H 1.3008 1.3768 4.2210  C1 1.095
4 O -2.5437 -0.2733 0.5983  H2 0.949, C15 1.359
5 H -0.5425 1.4801 1.7287  C13 1.103
6 C -0.1146 0.4901 -1.9878  C18 1.384, H21 1.086, C23 1.409
7 C -0.9394 -1.6920 -0.4513  H14 1.082, C15 1.388, C17 1.383
8 H -1.8142 1.4896 -0.9533  C18 1.093
9 H 1.7345 -2.0579 -3.3286  C10 1.093
10 C 1.6289 -0.9797 -3.1804  H9 1.093, H11 1.100, H12 1.100, C23 1.503
11 H 1.2373 -0.5699 -4.1237  C10 1.100
12 H 2.5671 -0.5654 -2.7833  C10 1.100
13 C -0.2697 1.6304 2.7869  C1 1.514, H5 1.103, H16 1.091, H24 1.109
14 H -1.1302 -2.5117 0.2290  C7 1.082
15 C -1.5820 -0.4666 -0.3422  O4 1.359, C7 1.388, C18 1.392
16 H -1.1028 1.4415 3.4662  C13 1.091
17 C 0.0621 -1.7946 -1.3992  C7 1.383, H20 1.103, C23 1.389
18 C -1.1509 0.6310 -1.0817  C6 1.384, H8 1.093, C15 1.392
19 H 1.1811 0.0413 3.1549  C1 1.104
20 H 0.5729 -2.7661 -1.5116  C17 1.103
21 H 0.0965 1.3520 -2.6133  C6 1.086
22 H 1.9466 1.6189 2.6530  C1 1.091
23 C 0.5471 -0.7414 -2.1643  C6 1.409, C10 1.503, C17 1.389
24 H -0.1512 2.7314 2.7235  C13 1.109

Its SMILES is Cc1ccc(O)cc1.CC. The calculation puts the max |F| at 0.0508 Eh/bohr. Its energy is -426.5505 Ha. The value obtained for the energy above the lowest of the compared OMol25 structures with the same formula, charge and spin is 58.5 kJ/mol.

Results of the Löwdin charge analysis, in e, for atoms 1 through 5:
1. C -0.182
2. H 0.095
3. H 0.058
4. O 0.045
5. H 0.047

5.
The following is a quantum chemistry calculation of a cluster of 2 separate species, C9H14O in total in a non-equilibrium geometry, from OMol25.

Last columns: bonded neighbours and bond lengths (Å).
Element x y z (Å)
1 H -2.0818 1.9841 -1.2164  C16 1.096
2 H 2.5801 3.3029 -1.0999  C11 1.087
3 C -0.7560 -0.9403 -0.8465  C13 1.388, C18 1.396, H21 1.086
4 C -1.2795 0.3770 1.0624  H7 1.080, C17 1.389, C18 1.386
5 H 0.9392 1.2392 -2.5161  C12 1.087
6 H -2.4601 0.6171 -2.1570  C16 1.093
7 H -1.8494 1.1713 1.5225  C4 1.080
8 H -3.4084 0.9510 -0.6619  C16 1.095
9 H 2.3245 0.5340 -1.7682  C12 1.084
10 H 1.2345 -1.8615 2.8855  O14 0.983
11 C 1.8741 2.4870 -0.9650  H2 1.087, C12 1.533, H20 1.089, H23 1.094
12 C 1.9217 1.4773 -2.1177  H5 1.087, H9 1.084, C11 1.533, H19 1.091
13 C 0.1417 -1.6750 -0.0849  C3 1.388, H15 1.087, C24 1.383
14 O 1.2807 -2.1061 1.9343  H10 0.983, C24 1.372
15 H 0.6228 -2.5355 -0.5429  C13 1.087
16 C -2.4112 0.9440 -1.1147  H1 1.096, H6 1.093, H8 1.095, C18 1.502
17 C -0.3698 -0.3386 1.8303  C4 1.389, H22 1.087, C24 1.385
18 C -1.4949 0.0983 -0.2778  C3 1.396, C4 1.386, C16 1.502
19 H 2.5383 1.8160 -2.9513  C12 1.091
20 H 2.1162 2.0437 0.0002  C11 1.089
21 H -0.9357 -1.2003 -1.8856  C3 1.086
22 H -0.3068 -0.0749 2.8826  C17 1.087
23 H 0.8885 2.9612 -0.9348  C11 1.094
24 C 0.3620 -1.3576 1.2428  C13 1.383, O14 1.372, C17 1.385

Its SMILES is Cc1ccc(O)cc1.CC. The calculation puts the max |F| at 0.0195 Eh/bohr. Its energy is -426.5646 Ha. The value obtained for the energy above the lowest of the compared OMol25 structures with the same formula, charge and spin is 21.5 kJ/mol.

Results of the Löwdin charge analysis, in e, for atoms 1 through 5:
1. H 0.075
2. H 0.053
3. C -0.050
4. C -0.054
5. H 0.048

6.
The following is a quantum chemistry calculation of a cluster of 2 separate species, C9H14O in total in a non-equilibrium geometry, from OMol25.

Last columns: bonded neighbours and bond lengths (Å).
Element x y z (Å)
1 H -2.1712 -2.4230 2.2984  C19 1.077
2 O 0.9771 -2.5483 -1.9888  H6 0.962, C21 1.391
3 H 2.3495 3.2217 -0.2158  C20 1.096
4 H -3.7502 -1.5669 2.2559  C19 1.091
5 C 2.4804 0.5846 -0.8645  H8 1.078, C12 1.393, C15 1.383
6 H 0.8078 -2.6006 -2.9341  O2 0.962
7 H -0.9731 -0.9541 -1.6068  C10 1.079
8 H 3.4276 1.0924 -0.7854  C5 1.078
9 H -1.1185 -0.7005 1.2869  C14 1.079
10 C -0.0531 -0.4655 -1.3262  H7 1.079, C17 1.392, C21 1.389
11 H -2.6899 -1.1805 3.5424  C19 1.083
12 C 1.3367 1.3416 -0.6223  C5 1.393, C17 1.389, C20 1.499
13 H -2.1854 0.6133 1.9315  C14 1.086
14 C -2.1203 -0.4027 1.5543  H9 1.079, H13 1.086, H18 1.093, C19 1.564
15 C 2.3296 -0.6591 -1.4509  C5 1.383, H16 1.080, C21 1.377
16 H 3.1981 -1.2477 -1.7086  C15 1.080
17 C 0.0619 0.8248 -0.8167  C10 1.392, C12 1.389, H24 1.082
18 H -2.6960 -0.4215 0.6253  C14 1.093
19 C -2.6904 -1.5029 2.5083  H1 1.077, H4 1.091, H11 1.083, C14 1.564
20 C 1.3967 2.7147 -0.0249  H3 1.096, C12 1.499, H22 1.096, H23 1.090
21 C 1.0797 -1.2056 -1.6402  O2 1.391, C10 1.389, C15 1.377
22 H 1.2692 2.7587 1.0630  C20 1.096
23 H 0.6085 3.3747 -0.3882  C20 1.090
24 H -0.8746 1.3525 -0.6926  C17 1.082

Its SMILES is Cc1ccc(O)cc1.CC. The calculation puts the max |F| at 0.0410 Eh/bohr. Its energy is -426.5487 Ha. The value obtained for the energy above the lowest of the compared OMol25 structures with the same formula, charge and spin is 63.2 kJ/mol.

Results of the Löwdin charge analysis, in e, for atoms 1 through 5:
1. H 0.056
2. O 0.018
3. H 0.075
4. H 0.055
5. C -0.033

7.
The following is a quantum chemistry calculation of a cluster of 2 separate species, C9H14O in total in a non-equilibrium geometry, from OMol25.

Last columns: bonded neighbours and bond lengths (Å).
Element x y z (Å)
1 C 0.9061 -1.1148 0.8106  C5 1.452, H7 1.068, C15 1.413
2 C -0.3617 0.9178 1.4777  C15 1.404, C18 1.552, C21 1.379
3 H -2.5884 -1.2709 -3.3833  C20 1.106
4 O 2.5389 -0.8142 -0.9363  C5 1.406, H8 0.918
5 C 1.4687 -0.2556 -0.2160  C1 1.452, O4 1.406, C13 1.404
6 C -1.8472 -1.0099 -1.3992  H9 1.197, C20 1.495, H22 1.026, H23 1.100
7 H 1.2179 -2.1355 0.8497  C1 1.068
8 H 2.4364 -0.5660 -1.8144  O4 0.918
9 H -2.5056 -1.8253 -0.8219  C6 1.197
10 H -1.2527 -2.1112 -3.2446  C20 1.088
11 H -0.6466 -0.9027 2.3005  C15 1.029
12 H -2.2564 1.4253 2.5184  C18 1.123
13 C 0.9450 1.0147 -0.5066  C5 1.404, H14 1.135, C21 1.428
14 H 1.2773 1.5863 -1.4295  C13 1.135
15 C -0.0126 -0.4325 1.6397  C1 1.413, C2 1.404, H11 1.029
16 H -0.8307 -0.4414 -3.3550  C20 1.169
17 H -0.9853 2.6952 2.7248  C18 1.067
18 C -1.1583 1.6514 2.5894  C2 1.552, H12 1.123, H17 1.067, H19 1.070
19 H -0.8738 1.2134 3.5238  C18 1.070
20 C -1.6161 -1.1572 -2.8686  H3 1.106, C6 1.495, H10 1.088, H16 1.169
21 C 0.0420 1.6630 0.3898  C2 1.379, C13 1.428, H24 1.064
22 H -2.3325 -0.2069 -0.9841  C6 1.026
23 H -0.8832 -1.2125 -0.9094  C6 1.100
24 H -0.2829 2.6043 0.0149  C21 1.064

Its SMILES is Cc1ccc(O)cc1.CC. The calculation puts the max |F| at 0.0984 Eh/bohr. Its energy is -426.5007 Ha. The value obtained for the energy above the lowest of the compared OMol25 structures with the same formula, charge and spin is 189.3 kJ/mol.

Results of the Löwdin charge analysis, in e, for atoms 1 through 5:
1. C 0.012
2. C -0.274
3. H 0.061
4. O 0.033
5. C -0.293

8.
The following is a quantum chemistry calculation of a cluster of 2 separate species, C9H14O in total in a non-equilibrium geometry, from OMol25.

Last columns: bonded neighbours and bond lengths (Å).
Element x y z (Å)
1 H 0.2358 -2.5759 -0.7483  C5 1.073
2 H 0.1156 -0.3259 3.6084  C24 1.088
3 H -1.8476 0.2680 0.4707  C16 1.101
4 H 1.3993 1.4701 -1.3311  C11 1.093
5 C 0.3349 -1.5884 -0.3411  H1 1.073, C7 1.384, C21 1.383
6 H -2.3315 1.8838 -2.0343  C22 1.101
7 C 0.6248 -0.5184 -1.1702  C5 1.384, O8 1.376, C11 1.385
8 O 0.4932 -0.6876 -2.5296  C7 1.376, H17 0.974
9 H -2.2288 0.1528 -1.8205  C22 1.081
10 C 1.2731 0.8304 0.7126  C11 1.380, H14 1.082, C15 1.399
11 C 1.0827 0.6791 -0.6457  H4 1.093, C7 1.385, C10 1.380
12 H -1.4812 1.9269 0.2400  C16 1.086
13 H 0.1029 -2.1310 1.7439  C21 1.085
14 H 1.6846 1.7071 1.1959  C10 1.082
15 C 0.9079 -0.2076 1.5764  C10 1.399, C21 1.389, C24 1.491
16 C -2.2638 1.1979 0.0537  H3 1.101, H12 1.086, C22 1.532, H23 1.097
17 H 0.5728 0.1760 -2.9735  O8 0.974
18 H 1.7907 -0.6474 3.5010  C24 1.095
19 H 1.2465 0.9946 3.3343  C24 1.091
20 H -3.7678 1.0471 -1.4959  C22 1.090
21 C 0.4449 -1.3952 1.0239  C5 1.383, H13 1.085, C15 1.389
22 C -2.6814 1.0456 -1.4125  H6 1.101, H9 1.081, C16 1.532, H20 1.090
23 H -3.1104 1.3592 0.7322  C16 1.097
24 C 1.0041 -0.0311 3.0540  H2 1.088, C15 1.491, H18 1.095, H19 1.091

Its SMILES is Cc1ccc(O)cc1.CC. The calculation puts the max |F| at 0.0228 Eh/bohr. Its energy is -426.5595 Ha. The value obtained for the energy above the lowest of the compared OMol25 structures with the same formula, charge and spin is 34.9 kJ/mol.

Results of the Löwdin charge analysis, in e, for atoms 1 through 5:
1. H 0.116
2. H 0.077
3. H 0.051
4. H 0.121
5. C -0.015